The following is a DFT calculation (ωB97M-V/def2-TZVPD) of a molecular structure, C23H44FN3SSi3TeTi.

Element x y z (Å)
Ti1 -0.07170 -1.28421 -0.40231
C1 2.27434 -0.86091 -0.23008
C2 2.08103 -1.35951 -1.53186
C3 1.23631 -0.47483 -2.22329
C4 0.94160 0.61282 -1.35598
C5 1.58707 0.37312 -0.12962
H1 2.83105 -1.34494 0.55666
H2 2.46224 -2.30126 -1.89041
H3 0.87017 -0.60179 -3.23018
H4 0.31126 1.45787 -1.58767
H5 1.54021 1.00317 0.74445
C6 -2.25849 -2.67723 3.00633
Si1 -1.44434 -1.07429 2.49743
C7 -2.08656 0.36288 3.51109
C8 0.39360 -1.17368 2.83874
N1 -1.62339 -0.80666 0.76931
C9 -2.85306 -0.53521 0.18570
C10 -4.10222 -0.49450 0.82099
C11 -5.26546 -0.23423 0.10715
C12 -5.23761 -0.00200 -1.25974
C13 -4.01694 -0.03382 -1.92624
C14 -2.89698 -0.29513 -1.18655
F1 -1.66945 -0.35902 -1.81601
H6 -2.09214 -2.87458 4.06809
H7 -1.82632 -3.50144 2.43425
H8 -3.33643 -2.67553 2.83419
H9 -1.90432 0.16111 4.57061
H10 -3.15261 0.55741 3.39116
H11 -1.54065 1.27322 3.25177
H12 0.51975 -1.43375 3.89393
H13 0.87706 -0.20662 2.68638
H14 0.91853 -1.93946 2.26366
H15 -4.16625 -0.68554 1.88310
H16 -6.21042 -0.21716 0.63482
H17 -6.14856 0.19788 -1.80635
H18 -3.93409 0.12397 -2.99309
N2 -2.10402 -3.15677 -1.52144
C15 -0.67773 -3.04436 -1.46863
N3 -0.17128 -3.50847 -2.72748
S1 0.19999 -3.55725 -0.01742
H19 -2.36089 -4.04260 -1.94606
H20 -2.51828 -3.09753 -0.59997
H21 -0.54118 -2.94835 -3.48677
H22 0.83698 -3.50302 -2.75471
C16 2.57264 5.16245 3.09990
Si2 1.06386 6.21172 2.74153
C17 0.81953 7.46571 4.11030
C18 1.26167 7.08448 1.09973
C19 -0.45504 5.10741 2.66425
Te1 -0.13050 3.41209 1.40332
C20 -2.20204 3.04974 0.98412
Si3 -2.84146 3.99682 -0.50429
C21 -2.52485 5.83278 -0.30339
C22 -1.95453 3.38322 -2.03440
C23 -4.68287 3.70227 -0.65706
H23 3.46291 5.78593 3.20877
H24 2.76738 4.45387 2.29071
H25 2.44942 4.59129 4.02275
H26 1.67414 8.14271 4.17807
H27 0.70503 6.97512 5.07924
H28 -0.07205 8.07144 3.93429
H29 2.15441 7.71386 1.09773
H30 0.40229 7.72508 0.88849
H31 1.35529 6.36491 0.28364
H32 -1.28888 5.66390 2.23337
H33 -0.75288 4.74843 3.64974
H34 -2.74165 3.28091 1.90510
H35 -2.29267 1.97192 0.82739
H36 -1.45746 6.04691 -0.21049
H37 -3.03610 6.23608 0.57409
H38 -2.89732 6.37366 -1.17692
H39 -0.89058 3.62842 -1.98810
H40 -2.36654 3.84751 -2.93337
H41 -2.05519 2.30075 -2.14267
H42 -5.21358 4.08804 0.21676
H43 -4.90086 2.63553 -0.73751
H44 -5.08927 4.19945 -1.54117

Values from the calculation:
* HOMO (alpha / beta): -7.375 / -7.376 eV
* M: 673.42 g mol⁻¹
* strongest force on any atom: 0.224 eV/Å
* relative energy (zero: lowest compared OMol25 entry of this formula, charge and spin): 0.0 kcal/mol

***

The following is a DFT calculation (ωB97M-V/def2-TZVPD) of C11H23N3O3S in the gas phase at a distorted geometry.

Element x y z (Å)
C1 -0.04252 -0.13181 -0.93190
C2 0.72842 1.13823 -0.66696
C3 0.47921 -1.00491 -2.07460
C4 0.27493 -0.44405 -3.51707
C5 0.91400 -1.41732 -4.46369
C6 0.00736 -2.65606 -4.81098
C7 1.01959 0.71155 1.78529
C8 1.28507 -0.79553 1.94729
C9 -0.38531 1.10959 2.14813
C10 -0.64760 1.10126 3.64921
C11 -3.38502 1.53957 3.12778
H1 -1.97583 -0.59288 -1.29767
H2 -1.63107 0.98329 -1.66874
H3 0.11080 -0.78673 -0.04058
H4 -0.08008 -1.97474 -2.03177
H5 1.51721 -1.29308 -1.84004
H6 0.68741 0.57565 -3.55780
H7 -0.78633 -0.40915 -3.73386
H8 1.25767 -0.96719 -5.40413
H9 1.84795 -1.72356 -4.08388
H10 -0.84474 -2.33448 -5.40600
H11 -0.39278 -3.15843 -3.93245
H12 1.70988 -3.75367 -5.14362
H13 0.83110 -3.49911 -6.50169
H14 1.83171 2.22957 0.52986
H15 1.69370 1.26970 2.49782
H16 -1.23060 0.57607 1.54535
H17 -0.53513 2.15738 1.75558
H18 -0.79871 0.05113 3.90076
H19 0.24766 1.49154 4.20974
H20 -3.49427 0.45436 3.07809
H21 -3.38202 2.00381 2.12648
H22 -4.29385 1.98527 3.51521
H23 2.65373 -0.58307 0.63791
N1 -1.44494 0.21306 -1.01195
N2 0.73498 -3.75809 -5.51337
N3 1.46604 1.28025 0.46701
O1 0.83911 1.99239 -1.53979
O2 0.75632 -1.47533 2.78762
O3 2.25773 -1.29822 1.15504
S1 -2.03438 2.15612 4.17972

Values from the calculation:
* HOMO: -8.645 eV
* M: 277.39 g mol⁻¹
* strongest force on any atom: 2.982 eV/Å
* SMILES string: CSCC[C@H](NC(=O)[C@@H](N)CCCCN)C(=O)O
* relative energy (zero: lowest compared OMol25 entry of this formula, charge and spin): 28.8 kcal/mol

***

The following is a DFT calculation (ωB97M-V/def2-TZVPD) of 4 unconnected molecules or ions with the total composition C14H27Br2NO8 at a distorted geometry.

Element x y z (Å)
C1 -0.52740 -23.09771 -6.29963
O1 -0.26535 -22.39249 -7.49578
C2 -1.25401 -21.44101 -7.78481
C3 -0.79799 -20.75283 -9.08618
N1 -0.70850 -21.72372 -10.17813
C4 -0.28304 -21.09658 -11.42534
C5 1.13176 -20.52796 -11.41876
O2 2.02119 -21.61078 -11.36078
C6 3.36072 -21.18189 -11.21947
H1 -1.48039 -23.63544 -6.36264
H2 -0.64994 -22.42386 -5.44060
H3 0.30170 -23.77134 -6.10747
H4 -1.35867 -20.70141 -6.98157
H5 -2.27241 -21.79910 -7.98957
H6 0.14180 -20.24340 -8.85301
H7 -1.56163 -20.02105 -9.36866
H8 0.06242 -22.33469 -9.90456
H9 -0.98211 -20.29352 -11.68229
H10 -0.33582 -21.76741 -12.28707
H11 1.19354 -19.76825 -10.62825
H12 1.32330 -19.92813 -12.32162
H13 3.69818 -20.54206 -12.04471
H14 4.05936 -22.00701 -11.11609
H15 3.41412 -20.58835 -10.29868
Br1 7.71472 -24.69419 -12.95614
C7 6.41233 -25.00527 -11.49265
C8 7.05823 -24.54380 -10.18859
Br2 7.11372 -22.57136 -10.25851
H16 6.12303 -26.05118 -11.50715
H17 5.54492 -24.38868 -11.70216
H18 8.08800 -24.85812 -10.07889
H19 6.44222 -24.76380 -9.32334
C9 5.95819 -21.61720 -13.86036
C10 6.14191 -21.78783 -15.39906
O3 7.54768 -21.67229 -15.59183
C11 8.12304 -21.22355 -14.45243
O4 9.29135 -21.02268 -14.32686
O5 7.23517 -21.18999 -13.46260
H20 5.64254 -22.52974 -13.35860
H21 5.25649 -20.79976 -13.68897
H22 5.55494 -21.02988 -15.92037
H23 5.79422 -22.75383 -15.75832
C12 2.95479 -23.90928 -14.61551
C13 1.46453 -23.63731 -14.30055
O6 1.28375 -24.28603 -13.03100
C14 2.47083 -24.49261 -12.45845
O7 2.69908 -24.90941 -11.37418
O8 3.46929 -24.18940 -13.33118
H24 3.46291 -23.06149 -15.05817
H25 3.00816 -24.80241 -15.24142
H26 0.79627 -24.07035 -15.03653
H27 1.25733 -22.58274 -14.12116

Values from the calculation:
* HOMO: -9.056 eV
* M: 497.18 g mol⁻¹
* strongest force on any atom: 1.608 eV/Å
* SMILES string: COCCNCCOC.O=C1OCCO1.O=C1OCCO1.BrCCBr
* relative energy (zero: lowest compared OMol25 entry of this formula, charge and spin): 0.0 kcal/mol

***

The following is a DFT calculation (ωB97M-V/def2-TZVPD) of 2 unconnected molecules or ions with the total composition C3H7NO at a distorted geometry.

Element x y z (Å)
C1 -0.78068 0.91094 -0.23538
N1 -1.16794 -0.79803 -0.55284
C2 2.08277 -0.66912 0.31078
C3 -2.22865 0.00694 -0.19876
O1 -0.16500 1.23564 0.88092
H1 -0.40538 1.28165 -1.20933
H2 2.33746 0.23678 -0.34355
H3 1.50879 -0.12016 1.07284
H4 3.01519 -1.16253 0.65561
H5 -2.66096 -0.06567 0.84747
H6 1.34710 -1.33783 -0.20193
H7 -2.88270 0.48139 -1.02582

Values from the calculation:
* ⟨S²⟩: 0.766
* 2S+1: 2
* HOMO (alpha / beta): -2.406 / -2.158 eV
* M: 73.09 g mol⁻¹
* net charge: -1
* strongest force on any atom: 3.566 eV/Å
* relative energy (zero: lowest compared OMol25 entry of this formula, charge and spin): 56.0 kcal/mol

***

The following is a DFT calculation (ωB97M-V/def2-TZVPD) of a molecular structure, C14H24CoN4PS at a distorted geometry.

Element x y z (Å)
Co1 -0.22870 -0.19560 -0.33340
C1 -1.15350 3.85600 0.20560
C2 -1.16070 2.36670 0.25250
N1 -0.07170 1.64250 0.33180
N2 1.12500 2.21130 0.43770
C3 2.11860 1.59020 -0.11500
N3 3.37470 2.02870 -0.01110
S1 1.83300 0.16470 -1.11060
C4 -2.36740 1.60340 0.04580
C5 -3.66630 2.08130 0.25110
C6 -4.74010 1.26280 -0.02930
C7 -4.50550 -0.02510 -0.50820
C8 -3.20150 -0.43660 -0.67940
N4 -2.15080 0.34880 -0.43590
H1 -0.13240 4.21610 0.12180
H2 -1.58990 4.28550 1.10630
H3 -1.73110 4.18900 -0.65460
H4 3.58190 2.86900 0.50150
H5 4.10390 1.56050 -0.52010
H6 -3.81840 3.07460 0.63890
H7 -5.74850 1.61320 0.11640
H8 -5.31960 -0.68800 -0.75150
H9 -2.98410 -1.43680 -1.03280
C9 1.74190 -3.65320 1.75090
C10 1.24670 -3.55990 0.31500
P1 -0.18030 -2.41670 0.03690
C11 -1.44110 -2.94730 1.28780
C12 -2.01100 -4.35990 1.21140
C13 -0.63520 -2.89700 -1.71050
C14 -1.48180 -4.13680 -1.97630
H10 2.52170 -4.40770 1.81320
H11 0.94420 -3.95110 2.42510
H12 2.16090 -2.71080 2.09550
H13 0.94060 -4.55250 -0.03060
H14 2.06130 -3.22080 -0.33240
H15 -2.25040 -2.21450 1.26250
H16 -0.92550 -2.81180 2.24490
H17 -2.82320 -4.42130 0.49310
H18 -2.41560 -4.63590 2.18320
H19 -1.24820 -5.08750 0.94770
H20 0.33880 -2.99940 -2.20080
H21 -1.12340 -2.03400 -2.17810
H22 -1.14530 -5.00320 -1.41560
H23 -1.40980 -4.38020 -3.03470
H24 -2.52800 -3.95240 -1.74810

Values from the calculation:
* ⟨S²⟩: 1.054
* 2S+1: 2
* HOMO (alpha / beta): -11.125 / -11.241 eV
* M: 370.35 g mol⁻¹
* net charge: +1
* strongest force on any atom: 2.241 eV/Å

***

The following is a DFT calculation (ωB97M-V/def2-TZVPD) of a molecular structure, C3H5NO2S at a distorted geometry.

Element x y z (Å)
C1 -2.26550 0.12109 -0.24932
C2 0.10725 0.36429 -0.03975
C3 2.53205 -0.30333 0.17258
H1 -2.71643 0.21401 0.93300
H2 -2.91451 -0.77855 -0.95846
H3 -2.01163 1.17886 -0.73658
H4 0.92683 -1.32707 0.71988
H5 2.98263 -1.40037 0.83431
N1 1.14006 -0.38919 -0.03188
O1 -0.98069 -0.53561 -0.16925
O2 3.06927 0.79319 -0.57004
S1 0.13067 2.06268 0.09551

Values from the calculation:
* HOMO: -9.002 eV
* M: 119.14 g mol⁻¹
* strongest force on any atom: 11.412 eV/Å
* relative energy (zero: lowest compared OMol25 entry of this formula, charge and spin): 139.7 kcal/mol